Entry from the OMol25 dataset: the ion C9H15N2S with charge +1 in a non-equilibrium geometry (wB97M-V/def2-TZVPD).

The geometry in XYZ format:
```
27
Properties=species:S:1:pos:R:3:mulliken_charge:R:1
S -1.21 -0.85 -0.54 0.18
N 0.54 1.50 0.63 -0.42
N 1.41 -0.68 0.19 -0.14
C 0.36 -1.55 0.03 0.42
C 1.44 0.63 0.51 0.74
C -0.80 1.70 0.51 -0.54
C 0.48 -2.92 0.46 -1.31
C 2.93 1.20 0.69 -1.29
C -2.35 -1.75 0.52 -0.85
C -1.58 1.87 -0.78 0.15
C -0.76 1.98 -2.05 -1.22
C -1.85 0.72 0.04 -0.10
H 3.35 0.81 1.65 0.30
H 1.43 -3.29 -0.07 0.42
H 2.28 -1.26 0.05 0.30
H -2.01 2.89 -0.68 0.42
H -0.12 1.08 -2.24 0.24
H -0.01 2.77 -2.05 0.37
H -2.34 -1.40 1.56 0.35
H 0.55 -2.97 1.59 0.29
H -0.32 -3.62 0.26 0.39
H 3.65 0.95 -0.06 0.40
H 2.67 2.22 0.75 0.37
H -3.43 -1.84 0.22 0.37
H -1.42 2.21 -2.90 0.35
H -0.96 2.33 1.36 0.53
H -1.93 -2.72 0.34 0.30
```

multiplicity	1
HOMO energy (spin up / spin down)	-12.0647 / -11.6538	eV
largest force on an atom	4.13	eV Å⁻¹
net charge	+1
HOMO-LUMO gap (spin up / spin down)	7.50 / 6.30	eV
relative energy (zero: lowest compared OMol25 entry of this formula, charge and spin)	589.4	kJ/mol

Entry from the OMol25 dataset: a structure of composition C9H15N2S2 in a non-equilibrium geometry (wB97M-V/def2-TZVPD).

The geometry in XYZ format:
```
28
Properties=species:S:1:pos:R:3:mulliken_charge:R:1
S 2.63 2.28 1.05 -0.08
S -1.53 1.56 0.23 -0.29
N -2.50 0.89 2.62 -0.43
N -1.92 -0.94 1.33 -0.63
C -1.95 0.25 1.55 0.56
C 2.46 -0.67 1.11 -0.41
C 1.22 -2.71 0.84 -0.44
C 2.13 -1.93 1.55 -0.64
C 1.07 -0.95 -0.81 -0.12
C 1.48 1.80 -1.61 -0.90
C 0.72 -2.20 -0.34 -1.36
C 1.88 -0.10 -0.05 0.94
C 1.97 1.33 -0.25 0.57
H -2.08 -1.87 -2.56 0.33
H 2.60 -2.34 2.53 0.30
H -1.59 -1.49 0.56 0.32
H 1.32 2.91 -1.54 0.37
H -2.34 1.80 2.91 0.19
H 0.66 -0.57 -1.73 0.27
H -3.22 0.53 3.24 0.20
H -1.87 -1.66 -1.82 -0.33
H 0.46 1.28 -1.85 0.22
H -2.86 1.55 -0.10 0.17
H 0.12 -2.76 -0.89 0.81
H 0.98 -3.64 1.14 0.59
H 2.15 3.47 0.69 0.21
H 2.22 1.36 -2.24 0.40
H 3.22 0.00 1.73 0.19
```

multiplicity	1
HOMO energy	-12.0043	eV
largest force on an atom	4.73	eV Å⁻¹
net charge	+1
HOMO-LUMO gap	6.17	eV
relative energy (zero: lowest compared OMol25 entry of this formula, charge and spin)	330.8	kJ/mol

Entry from the OMol25 dataset: a structure of composition C9H15N3O2S in a non-equilibrium geometry (wB97M-V/def2-TZVPD).

The geometry in XYZ format:
```
30
Properties=species:S:1:pos:R:3:mulliken_charge:R:1
S -1.34 2.94 -0.20 0.04
O -0.77 -0.73 -0.20 -0.30
O 1.69 0.85 0.03 -0.28
N -1.90 1.37 -0.21 -0.49
N 0.26 2.70 0.05 -0.56
N -3.46 -2.52 0.36 -0.40
C 4.32 -0.59 0.01 -0.29
C -2.24 -2.80 -0.41 -0.59
C -3.11 -1.13 0.61 -0.54
C 0.47 1.40 0.00 0.24
C 1.84 -0.51 0.63 -0.21
C 3.28 -0.46 1.16 -0.81
C 4.16 -1.70 -0.99 -1.13
C -2.10 -1.24 -0.52 0.25
C -0.83 0.63 -0.14 0.81
H -2.64 -0.74 1.52 0.28
H 3.31 -1.31 1.83 0.38
H 3.37 0.46 1.66 0.34
H 4.93 -1.73 -1.76 0.38
H -1.33 -3.12 0.09 0.23
H -2.42 -0.84 -1.50 0.26
H -3.65 -3.01 1.18 0.22
H 1.70 -1.25 -0.23 0.12
H -2.30 -3.33 -1.32 0.31
H 5.35 -0.56 0.42 0.35
H 4.19 0.31 -0.60 0.23
H 0.99 -0.68 1.36 0.37
H 3.22 -1.65 -1.61 0.26
H 4.25 -2.63 -0.43 0.28
H -3.98 -0.44 0.50 0.26
```

multiplicity	1
HOMO energy	-8.4425	eV
largest force on an atom	3.23	eV Å⁻¹
HOMO-LUMO gap	9.19	eV
relative energy (zero: lowest compared OMol25 entry of this formula, charge and spin)	360.1	kJ/mol

Entry from the OMol25 dataset: an isolated molecule of C9H15N3O4 in a non-equilibrium geometry (wB97M-V/def2-TZVPD).

The geometry in XYZ format:
```
31
Properties=species:S:1:pos:R:3:mulliken_charge:R:1
O 2.19 2.32 0.42 -0.57
O 0.53 -2.52 -0.55 -0.69
O -2.86 0.74 -1.37 -0.52
O -1.44 -0.65 -2.35 -0.52
N 0.61 2.37 -1.27 -0.41
N -0.38 -0.72 0.60 0.21
N 3.10 -1.79 -0.01 -0.66
C 2.12 0.37 -0.99 -0.36
C -2.70 -0.37 1.16 -0.61
C 0.75 -1.40 0.03 0.33
C 2.12 -0.74 0.17 0.02
C 1.66 1.80 -0.53 0.11
C -1.82 -0.96 0.02 -0.48
C -0.38 0.46 1.40 -0.07
C -2.15 -0.22 -1.31 0.54
C -1.88 0.87 1.54 -0.69
H 3.19 0.70 -1.28 0.34
H 1.50 0.11 -1.98 0.24
H -2.70 -1.11 2.11 0.28
H 2.93 -2.43 -0.79 0.27
H 0.18 0.22 2.34 0.37
H 0.35 3.28 -0.92 0.29
H 3.21 -2.31 0.87 0.28
H -1.84 -2.07 -0.15 0.45
H -3.79 -0.11 0.88 0.32
H -0.88 -1.38 -2.02 0.42
H 2.31 -0.24 1.22 0.31
H 0.31 1.17 0.88 -0.11
H -2.07 1.22 2.57 0.40
H -0.08 1.74 -1.51 0.20
H -2.13 1.66 0.81 0.30
```

multiplicity	1
SMILES	NC(=O)C[C@H](N)C(=O)N1CCC[C@H]1C(=O)O
HOMO energy	-9.5041	eV
largest force on an atom	4.41	eV Å⁻¹
HOMO-LUMO gap	10.13	eV
relative energy (zero: lowest compared OMol25 entry of this formula, charge and spin)	158.8	kJ/mol

Entry from the OMol25 dataset: the ion C9H15N5 with charge +2 in a non-equilibrium geometry (wB97M-V/def2-TZVPD).

The geometry in XYZ format:
```
29
Properties=species:S:1:pos:R:3:mulliken_charge:R:1
N 1.47 2.64 1.41 -0.52
N -0.30 -1.61 -0.05 0.31
N 2.01 0.70 2.65 -0.47
N 0.57 2.50 -0.75 -0.08
N 0.35 0.62 -2.09 -0.31
C 0.86 1.94 0.49 0.21
C -1.71 0.45 -0.20 -1.29
C 0.67 0.51 0.67 0.90
C 0.60 1.84 -1.91 -0.21
C -0.35 -0.18 -0.07 0.03
C 2.12 2.02 2.36 -0.12
C -1.33 -2.25 0.96 -0.77
C -0.37 -2.29 -1.44 -1.02
C 1.29 -0.11 1.87 -0.56
H 2.59 2.66 3.11 0.38
H -2.45 -0.21 -0.65 0.42
H -1.14 -1.84 -2.00 0.41
H -0.70 -3.27 -1.19 0.47
H -1.65 -1.60 1.81 0.38
H 0.63 -1.83 0.00 0.43
H 0.56 -2.29 -1.97 0.37
H 0.73 2.57 -2.78 0.35
H -0.90 -3.07 1.49 0.37
H -1.96 0.79 0.84 0.41
H 1.30 -1.17 2.04 0.44
H -1.64 1.32 -0.83 0.36
H 0.27 0.22 -3.12 0.30
H -2.18 -2.60 0.36 0.44
H 0.68 3.53 -1.01 0.37
```

multiplicity	1
SMILES	[H]/N=C/[NH+]=C1/N=CN=C/C1=C(/C)[NH+](C)C
HOMO energy (spin up / spin down)	-17.1447 / -17.1448	eV
largest force on an atom	4.53	eV Å⁻¹
net charge	+2
HOMO-LUMO gap (spin up / spin down)	7.62 / 7.62	eV
relative energy (zero: lowest compared OMol25 entry of this formula, charge and spin)	234.4	kJ/mol

Entry from the OMol25 dataset: an isolated molecule of C9H15N5O2S in a non-equilibrium geometry (wB97M-V/def2-TZVPD).

The geometry in XYZ format:
```
32
Properties=species:S:1:pos:R:3:mulliken_charge:R:1
S 1.49 4.83 1.06 -0.40
O 0.92 -2.83 -2.46 -0.38
O 2.37 -2.33 1.25 -0.41
N 2.04 -0.95 1.18 -0.49
N 1.85 2.07 1.14 -0.07
N 1.31 -1.95 -1.52 -0.65
N 0.50 1.68 1.17 -0.41
N 3.65 3.58 1.48 -0.40
C 0.10 0.50 0.72 0.29
C -3.33 -1.05 -0.02 -1.86
C 0.94 -0.69 0.45 0.45
C -1.44 0.28 0.80 -0.70
C 2.36 3.39 1.30 0.26
C -1.02 -1.91 -0.53 -1.30
C -1.84 0.11 -1.76 -1.55
C 0.43 -1.54 -0.56 0.74
C -1.87 -0.58 -0.39 1.60
H -2.77 0.57 -2.01 0.50
H -3.94 -1.60 -0.73 0.39
H -1.29 -2.61 0.26 0.40
H -4.03 -0.21 0.15 0.38
H -1.36 -2.41 -1.41 0.55
H 3.93 4.60 1.45 0.22
H 2.47 1.48 0.67 0.22
H -1.87 1.29 0.92 0.35
H -1.66 -0.65 -2.60 0.25
H -1.80 -0.21 1.73 0.35
H -1.20 1.01 -1.74 0.31
H 4.25 3.05 2.03 0.23
H 1.11 -2.57 -3.34 0.34
H 2.83 -2.66 0.46 0.33
H -3.14 -1.70 0.86 0.47
```

multiplicity	1
SMILES	CC1(C)CC(=N/NC(N)=S)/C(=N/O)C(=N/O)/C1
HOMO energy	-8.0285	eV
largest force on an atom	6.26	eV Å⁻¹
HOMO-LUMO gap	7.29	eV
relative energy (zero: lowest compared OMol25 entry of this formula, charge and spin)	193.9	kJ/mol

Electronic energy (computed, hartree): -859.14541, -1257.45014, -1064.78463, -817.16873, -624.98400, -1174.16712